ORCA calculation (ωB97M-V with the def2-TZVPD basis set) on a structure of composition C4H16BrN8O4Y.

E_tot: -3512.524942 Eh
total charge: +2
orbital gap: 1.46 eV
LUMO: -11.797 eV
max |F|: 7.9 eV/A
M: 409.0 g mol⁻¹
2S+1: 1

Cartesian coordinates (Å):
Y (16.91, 21.22, 5.32)
Br (18.50, 16.31, 6.47)
C (23.34, 21.88, 5.09)
O (22.12, 21.89, 5.41)
N (24.17, 22.80, 5.16)
N (23.88, 20.77, 4.73)
H (23.90, 23.76, 5.33)
H (25.15, 22.59, 5.11)
H (23.37, 19.92, 4.94)
H (24.88, 20.74, 4.63)
C (19.51, 10.13, 12.00)
O (19.17, 9.19, 11.31)
N (19.82, 10.11, 13.26)
N (19.70, 11.35, 11.53)
H (20.04, 10.91, 13.83)
H (19.82, 9.24, 13.78)
H (19.77, 12.03, 12.27)
H (19.33, 11.53, 10.61)
C (12.36, 18.10, 8.85)
O (13.04, 18.92, 8.27)
N (12.64, 16.86, 9.15)
N (11.12, 18.25, 9.19)
H (12.07, 16.20, 9.66)
H (13.50, 16.55, 8.72)
H (10.62, 19.10, 8.96)
H (10.69, 17.49, 9.70)
C (19.61, 18.87, -0.38)
O (19.20, 19.47, 0.59)
N (19.81, 19.31, -1.59)
N (19.87, 17.58, -0.34)
H (20.18, 18.67, -2.28)
H (19.36, 20.18, -1.84)
H (19.81, 17.01, 0.50)
H (19.84, 17.03, -1.18)